No. 1
{"formula": "C9H14N2O", "method": "the ωB97M-V functional and the def2-TZVPD basis", "gap_ev": [7.9, 7.3], "molar_mass_g_mol": 166.2, "homo_ha": [-0.255, -0.271], "energy_ha": -535.86134, "elements": ["C", "C", "C", "C", "C", "C", "C", "C", "C", "N", "N", "O", "H", "H", "H", "H", "H", "H", "H", "H", "H", "H", "H", "H", "H", "H"], "coordinates": [[-3.0469, -1.1768, -0.8735], [-2.5997, 0.1286, -0.4474], [-2.5024, -2.0827, -0.0243], [-1.5957, -0.0945, 0.5390], [3.1327, -1.0388, -0.2376], [2.6807, -0.6262, 1.1749], [1.6551, -0.8351, 0.0738], [-0.9816, 2.2408, 0.9093], [-0.6672, 0.8080, 1.1515], [0.5081, 0.4348, -1.7426], [1.2119, 0.4170, -0.5625], [-1.4791, -1.5005, 0.7007], [-4.0163, -1.4256, -1.3214], [-2.8028, 1.0892, -0.8230], [-2.7054, -3.1496, 0.1961], [3.7723, -0.3505, -0.9459], [3.4429, -2.0616, -0.5094], [2.7992, -1.3357, 1.9778], [2.8683, 0.4203, 1.4281], [0.9134, -1.6188, 0.1889], [-0.7961, 2.4545, -0.1975], [-1.8853, 2.3498, 1.4044], [-0.2760, 2.9416, 1.4114], [0.2593, 0.4983, 1.6062], [-0.3312, 0.0220, -1.9466], [0.6023, 1.3424, -2.1878]], "forces_ev_per_angstrom": [[-1.98, 0.21, 1.37], [1.93, -1.63, 1.14], [1.54, -0.08, 0.10], [0.25, -0.63, -0.79], [1.12, -0.15, -1.13], [0.36, 0.47, -1.53], [-0.10, 1.46, -1.32], [3.43, 0.24, -0.86], [-0.45, -1.17, -1.26], [3.78, 1.44, 0.97], [-0.54, 0.29, 0.23], [-0.96, 0.79, 0.40], [0.70, 0.36, -0.46], [-0.51, 0.80, -0.47], [0.33, 1.00, -0.40], [-1.95, -0.83, 1.70], [-0.22, 0.31, 0.88], [-0.28, -0.13, 0.01], [0.00, -0.36, -0.05], [0.37, -0.34, -0.30], [-1.22, -0.01, 1.23], [-2.36, 1.09, -0.13], [-0.27, -0.71, -0.15], [-0.38, -0.26, 0.40], [-2.52, -1.90, 0.09], [-0.07, -0.28, 0.33]]}



No. 2
{"formula": "C9H13NSi", "method": "the ωB97M-V functional and the def2-TZVPD basis", "gap_ev": 8.5, "molar_mass_g_mol": 163.3, "smiles": "C[C@H]1Cc2ccccc2N1[SiH3]", "homo_ha": -0.282, "energy_ha": -694.92864, "elements": ["C", "C", "C", "C", "C", "C", "C", "C", "C", "N", "Si", "H", "H", "H", "H", "H", "H", "H", "H", "H", "H", "H", "H", "H"], "coordinates": [[-2.0803, 1.5181, 0.9915], [-1.4583, 0.9899, -0.2886], [-0.1488, 1.7226, -0.6630], [0.9924, 0.7443, -0.1037], [2.3950, 0.8509, -0.1892], [3.1384, -0.2689, -0.0042], [2.5607, -1.4607, 0.3945], [1.1997, -1.5920, 0.3509], [0.3969, -0.5101, 0.0589], [-1.0054, -0.5171, -0.1176], [-2.0229, -1.9387, -0.2889], [-2.4164, 2.5205, 0.6172], [-1.1950, 1.5923, 1.7646], [-2.7448, 0.7711, 1.2227], [-1.9785, 0.8821, -1.2159], [0.0110, 2.6529, -0.1806], [0.1971, 1.7902, -1.7690], [2.7007, 1.8730, -0.4154], [4.2732, -0.1111, -0.1265], [3.3136, -2.1738, 0.5768], [0.5922, -2.4259, 0.4873], [-1.8014, -2.8503, -1.5472], [-3.2865, -1.3081, -0.4011], [-1.6326, -2.7511, 0.8465]], "forces_ev_per_angstrom": [[3.65, 1.92, -1.50], [2.75, -2.25, -0.84], [3.04, -2.05, -0.51], [-1.23, -0.09, -1.23], [-3.07, 1.67, -0.14], [3.06, 1.02, 0.29], [0.71, 0.75, -0.99], [-0.70, 0.47, 0.07], [-0.04, 1.45, 0.01], [0.62, 1.13, 0.06], [2.02, 0.20, -1.24], [-0.40, -0.74, 1.35], [-1.97, -0.01, -1.32], [-2.23, -0.95, 1.28], [-1.56, 0.72, -0.05], [-0.40, 1.19, 0.25], [-1.42, 0.09, 1.57], [0.81, -0.48, -0.07], [-1.82, -0.78, 0.43], [0.02, -1.56, 0.40], [0.04, -2.17, 0.57], [-0.12, 0.85, 0.94], [-1.35, 0.13, 0.18], [-0.42, -0.50, 0.49]]}



No. 3
{"formula": "C28H49Br2F4NO7S3", "method": "the ωB97M-V functional and the def2-TZVPD basis", "gap_ev": 9.1, "molar_mass_g_mol": 843.7, "smiles": "O=C1N[C@@H](CCF)[C@](S)(CC[C@](F)(Br)C(F)(F)Br)C1(S)S.CC(C)=O.CC(C)=O.CC(C)=O.CC(C)=O.CC(C)=O.CC(C)=O", "homo_ha": -0.317, "energy_ha": -8419.78664, "elements": ["O", "C", "N", "C", "C", "C", "F", "C", "S", "C", "C", "C", "F", "Br", "C", "F", "F", "Br", "C", "S", "S", "H", "H", "H", "H", "H", "H", "H", "H", "H", "H", "H", "H", "H", "C", "C", "C", "O", "H", "H", "H", "H", "H", "H", "C", "C", "C", "O", "H", "H", "H", "H", "H", "H", "C", "C", "C", "O", "H", "H", "H", "H", "H", "H", "C", "C", "C", "O", "H", "H", "H", "H", "H", "H", "C", "C", "C", "O", "H", "H", "H", "H", "H", "H", "C", "C", "C", "O", "H", "H", "H", "H", "H", "H"], "coordinates": [[1.4746, -1.8708, 3.6129], [0.8626, -1.8245, 2.5861], [1.3126, -1.3355, 1.3785], [0.5060, -1.8178, 0.2508], [1.3602, -2.3119, -0.9107], [1.8582, -1.1871, -1.7909], [0.7853, -0.4254, -2.2399], [-0.4346, -2.8564, 0.8954], [0.5372, -4.4193, 1.2379], [-1.6539, -3.2043, 0.0144], [-3.0823, -2.8167, 0.4412], [-3.6228, -1.5134, -0.1765], [-2.6243, -0.6745, -0.5567], [-4.7847, -0.6092, 1.0741], [-4.4146, -1.8061, -1.4768], [-3.5567, -2.3730, -2.3617], [-5.4064, -2.6909, -1.2496], [-5.1776, -0.2511, -2.3187], [-0.6011, -2.2556, 2.3222], [-1.2853, -3.3729, 3.5687], [-1.5982, -0.7296, 2.3995], [2.3143, -1.2670, 1.2743], [-0.1205, -1.0059, -0.1343], [0.7814, -3.0082, -1.5216], [2.2320, -2.8442, -0.5254], [2.3912, -1.5683, -2.6591], [2.5317, -0.5174, -1.2501], [0.5509, -4.8329, -0.0345], [-1.4751, -2.8095, -0.9886], [-1.6674, -4.2862, -0.0815], [-3.7359, -3.6066, 0.0731], [-3.2072, -2.8153, 1.5213], [-2.2626, -2.5492, 3.9683], [-0.6472, 0.0883, 1.9284], [-0.7559, 1.7025, 5.4641], [-1.9394, 1.1789, 6.2376], [-2.4446, 2.0674, 7.3509], [-2.4602, 0.1200, 5.9784], [-0.4717, 0.9820, 4.7001], [-1.0250, 2.6579, 5.0119], [0.0861, 1.8730, 6.1377], [-2.7194, 3.0421, 6.9428], [-1.6514, 2.2341, 8.0824], [-3.3015, 1.6054, 7.8356], [4.9719, -0.4313, -6.2807], [4.5317, -0.1787, -4.8639], [4.6854, 1.2318, -4.3517], [4.0687, -1.0559, -4.1686], [4.8147, -1.4740, -6.5438], [4.4001, 0.1929, -6.9685], [6.0274, -0.1745, -6.3914], [4.1103, 1.9166, -4.9788], [5.7330, 1.5320, -4.3872], [4.3367, 1.2911, -3.3237], [-2.6987, 6.6825, 3.7653], [-1.6106, 6.0346, 4.5853], [-0.3550, 6.8429, 4.8024], [-1.7376, 4.9233, 5.0450], [-3.5471, 6.0090, 3.6771], [-3.0145, 7.6159, 4.2352], [-2.3198, 6.9306, 2.7721], [-0.5974, 7.7811, 5.3049], [0.0961, 7.0963, 3.8413], [0.3516, 6.2758, 5.4028], [7.6013, 1.3731, 0.2027], [7.1264, 1.9756, -1.0969], [6.7076, 3.4261, -1.0545], [7.0799, 1.3307, -2.1179], [7.8717, 0.3316, 0.0503], [8.4633, 1.9275, 0.5786], [6.8159, 1.4440, 0.9575], [7.5406, 4.0464, -0.7188], [5.8943, 3.5591, -0.3386], [6.3847, 3.7481, -2.0414], [-6.4931, -5.1483, 3.7618], [-6.0056, -3.7442, 3.4980], [-7.0652, -2.6752, 3.3689], [-4.8278, -3.4950, 3.3894], [-5.6464, -5.8263, 3.8314], [-7.0662, -5.1761, 4.6906], [-7.1596, -5.4688, 2.9587], [-7.6648, -2.6242, 4.2793], [-7.7332, -2.9209, 2.5411], [-6.5943, -1.7133, 3.1847], [0.8695, -0.8880, -10.1696], [1.6901, -0.1472, -9.1423], [1.0586, 1.0833, -8.5368], [2.7927, -0.5221, -8.8184], [1.4218, -1.7514, -10.5313], [-0.0752, -1.2120, -9.7292], [0.6296, -0.2264, -11.0040], [0.1205, 0.8183, -8.0458], [0.8239, 1.8072, -9.3194], [1.7353, 1.5313, -7.8134]], "forces_ev_per_angstrom": [[0.14, 0.07, 0.37], [-0.18, 0.17, -0.37], [0.10, -0.29, -0.08], [0.09, 0.14, -0.08], [-0.03, 0.14, 0.08], [0.25, -0.16, 0.08], [-0.20, 0.13, -0.13], [0.04, -0.24, 0.18], [-0.12, 0.14, -0.06], [-0.09, 0.04, -0.02], [0.05, 0.00, -0.12], [-0.02, -0.35, 0.05], [0.09, 0.21, -0.02], [-0.23, 0.12, -0.05], [-0.04, -0.16, -0.19], [-0.21, -0.03, 0.25], [0.26, 0.13, 0.02], [0.05, 0.08, -0.05], [0.06, 0.07, -0.01], [-0.03, -0.23, -0.04], [0.15, 0.10, 0.06], [-0.02, 0.07, 0.02], [-0.05, -0.03, 0.12], [0.00, 0.01, -0.02], [-0.04, -0.15, -0.03], [0.00, 0.04, 0.00], [-0.03, 0.06, 0.03], [0.05, -0.02, -0.03], [0.08, -0.04, 0.02], [-0.04, -0.03, -0.04], [-0.09, -0.05, 0.11], [0.04, 0.07, -0.05], [0.01, -0.01, 0.10], [-0.02, 0.07, -0.09], [-0.04, -0.17, -0.10], [0.07, 0.05, 0.01], [-0.06, -0.05, -0.01], [-0.08, -0.03, 0.04], [0.00, 0.00, 0.02], [0.08, 0.03, 0.04], [-0.01, 0.06, 0.01], [0.03, 0.01, 0.00], [0.01, 0.01, -0.01], [0.00, 0.01, 0.00], [0.01, -0.08, 0.04], [-0.01, 0.03, 0.01], [-0.06, -0.03, 0.05], [0.03, -0.01, -0.04], [0.01, 0.00, 0.01], [0.02, 0.00, -0.02], [-0.01, 0.03, -0.01], [0.03, 0.00, -0.03], [0.00, 0.01, -0.01], [0.00, 0.01, -0.01], [-0.02, -0.06, 0.02], [-0.01, 0.01, -0.01], [0.01, -0.05, 0.03], [-0.02, 0.05, 0.01], [0.00, 0.01, 0.00], [0.01, 0.01, -0.01], [0.01, 0.02, 0.01], [0.00, 0.01, -0.02], [-0.01, 0.02, 0.00], [0.00, 0.01, 0.00], [0.00, -0.05, -0.04], [-0.01, -0.01, 0.03], [-0.01, -0.02, -0.06], [0.04, 0.03, 0.01], [0.00, 0.01, 0.00], [-0.01, 0.01, 0.01], [0.01, 0.02, 0.01], [-0.01, 0.00, 0.02], [0.01, 0.00, 0.02], [0.00, 0.00, 0.01], [0.06, 0.00, 0.00], [-0.04, 0.00, 0.00], [0.14, 0.03, -0.01], [0.00, 0.02, -0.01], [-0.01, 0.00, 0.00], [-0.02, 0.00, -0.01], [-0.02, 0.01, 0.01], [-0.02, -0.04, -0.01], [-0.04, 0.00, 0.02], [-0.03, -0.02, 0.02], [0.06, -0.03, 0.00], [-0.03, -0.02, 0.01], [0.06, 0.00, 0.02], [-0.02, 0.05, -0.02], [-0.01, 0.00, 0.00], [-0.01, 0.02, 0.00], [-0.02, 0.01, 0.01], [-0.01, 0.00, -0.01], [-0.02, -0.01, 0.00], [-0.01, 0.00, 0.00]]}



No. 4
{"formula": "C30H26CoN10O6S2Se", "method": "the ωB97M-V functional and the def2-TZVPD basis", "spin_multiplicity": 2, "gap_ev": [5.3, 5.5], "charge": -2, "molar_mass_g_mol": 824.6, "homo_ha": [-0.057, -0.062], "energy_ha": -6738.28708, "s_squared": 1.15, "elements": ["Co", "C", "C", "C", "C", "C", "C", "N", "C", "C", "C", "C", "C", "C", "N", "N", "C", "C", "C", "C", "C", "N", "H", "H", "H", "H", "H", "H", "H", "H", "H", "H", "H", "H", "H", "N", "C", "C", "C", "C", "C", "C", "S", "O", "O", "N", "C", "S", "C", "C", "N", "H", "H", "H", "H", "H", "H", "H", "H", "O", "Se", "O", "O", "O", "N", "C", "C", "N", "C", "C", "N", "H", "H", "H", "H", "H"], "coordinates": [[-1.4684, -0.0318, -0.7900], [-1.7920, -5.5303, -1.4189], [-0.8137, -4.9328, -2.2008], [-0.8697, -3.5708, -2.4716], [-1.8979, -2.7756, -1.9588], [-2.8864, -3.3931, -1.1829], [-2.8293, -4.7505, -0.9149], [-1.8900, -1.3903, -2.1568], [-2.8257, -0.8697, -3.0196], [-3.6858, -1.6024, -3.8482], [-4.5859, -0.9522, -4.6865], [-4.6508, 0.4319, -4.7307], [-3.7927, 1.1799, -3.9256], [-2.8988, 0.5429, -3.0888], [-1.9562, 1.1668, -2.2516], [-1.7317, 2.4043, -2.4664], [-0.7326, 3.0435, -1.8840], [-0.5767, 4.4398, -2.1599], [0.6561, 4.9995, -2.1235], [1.7639, 4.0899, -2.0038], [1.5785, 2.8257, -1.6013], [0.2948, 2.3866, -1.1074], [-1.7447, -6.5894, -1.1951], [-0.0004, -5.5283, -2.6026], [-0.1106, -3.0890, -3.0776], [-3.6672, -2.7714, -0.7592], [-3.5880, -5.2005, -0.2856], [-3.6508, -2.6846, -3.8293], [-5.2506, -1.5450, -5.3063], [-5.3699, 0.9301, -5.3699], [-3.8104, 2.2616, -3.9372], [-1.4581, 5.0021, -2.4434], [0.8165, 6.0509, -2.3201], [2.7577, 4.3951, -2.3104], [2.3684, 2.0945, -1.5639], [6.4765, -1.7996, 3.5113], [5.7911, -0.6319, 3.1420], [5.6666, -0.2878, 1.7949], [4.9510, 0.8332, 1.4229], [4.3575, 1.6329, 2.3917], [4.4720, 1.2966, 3.7288], [5.1796, 0.1648, 4.1032], [3.5529, 3.1374, 1.9099], [4.5366, 3.8564, 1.1385], [3.0796, 3.7629, 3.1296], [2.3801, 2.6782, 0.9461], [1.1016, 2.8462, 1.2360], [0.3827, 3.2322, 2.7853], [-1.2083, 3.0445, 2.1386], [-1.1743, 2.7680, 0.8350], [0.1190, 2.7004, 0.3293], [7.1769, -2.0926, 2.8487], [6.8357, -1.7894, 4.4525], [6.1290, -0.9124, 1.0384], [4.8548, 1.1015, 0.3785], [3.9996, 1.9272, 4.4703], [5.2516, -0.1082, 5.1500], [-2.0898, 3.0403, 2.7568], [-2.0118, 2.5128, 0.2040], [-3.3210, -0.7074, 2.5896], [-3.7954, 0.6027, 1.7330], [-5.3779, 0.5945, 1.3872], [-2.9794, 0.5524, 0.2503], [-3.3157, 1.9824, 2.4685], [0.5103, -4.3424, 1.8039], [0.1556, -2.9986, 1.8611], [-0.2127, -2.3044, 0.7140], [-0.6445, -1.0485, 0.7847], [-0.6963, -0.4711, 1.9841], [-0.2905, -1.1701, 3.1084], [0.1289, -2.4266, 3.0612], [0.8933, -4.6479, 0.9234], [1.0487, -4.6328, 2.6066], [-0.1962, -2.7747, -0.2563], [-1.0732, 0.5383, 2.0507], [-0.3448, -0.6968, 4.0802]], "forces_ev_per_angstrom": [[0.14, -0.14, -0.13], [-0.01, 0.00, 0.02], [0.02, -0.01, -0.01], [-0.05, 0.03, -0.09], [-0.03, -0.07, -0.01], [0.03, 0.03, 0.04], [0.01, -0.01, 0.03], [0.18, 0.00, 0.09], [-0.10, 0.01, -0.08], [0.05, 0.00, 0.01], [-0.03, 0.00, -0.03], [0.00, -0.01, 0.03], [0.03, 0.00, -0.05], [0.04, -0.03, 0.03], [0.02, -0.41, 0.13], [0.07, 0.36, 0.15], [-0.08, 0.00, -0.12], [0.06, 0.11, -0.06], [-0.11, 0.00, -0.02], [0.07, -0.09, -0.03], [-0.05, -0.05, 0.09], [-0.21, 0.03, 0.01], [0.00, 0.00, 0.00], [-0.01, 0.00, 0.00], [0.00, 0.00, 0.02], [0.00, 0.00, -0.01], [0.00, 0.00, 0.00], [-0.01, 0.00, 0.00], [0.00, 0.00, 0.00], [0.01, 0.00, -0.01], [0.00, 0.00, 0.01], [0.00, 0.00, 0.03], [0.00, 0.00, 0.01], [0.00, 0.00, 0.01], [0.02, -0.01, 0.03], [-0.02, -0.03, -0.02], [0.01, -0.05, 0.00], [-0.03, -0.04, -0.02], [0.02, 0.01, 0.00], [0.02, 0.00, -0.05], [-0.10, 0.01, 0.00], [0.01, -0.03, 0.01], [-0.26, 0.17, -0.10], [0.09, -0.03, -0.04], [0.10, -0.07, 0.04], [0.32, -0.08, 0.09], [-0.11, 0.12, -0.03], [0.03, -0.06, -0.21], [0.95, 0.70, 0.14], [0.09, 0.15, -0.06], [0.35, -0.01, 0.05], [0.00, 0.01, 0.02], [0.01, 0.02, 0.00], [-0.01, -0.01, 0.00], [0.01, 0.02, 0.01], [0.01, 0.01, -0.02], [0.01, 0.01, 0.01], [0.33, 0.34, 0.00], [0.03, 0.14, 0.04], [-0.04, 0.12, -0.02], [-0.44, -0.70, -0.13], [0.08, 0.05, 0.03], [-0.20, 0.38, 0.17], [-1.45, -0.85, 0.08], [0.11, -0.04, 0.06], [-0.05, 0.05, 0.00], [-0.01, -0.01, 0.13], [-0.17, 0.00, -0.19], [0.13, 0.02, -0.03], [-0.01, -0.01, 0.01], [0.05, 0.01, 0.02], [-0.04, -0.01, 0.00], [-0.01, 0.02, -0.06], [0.04, -0.03, -0.03], [0.05, -0.04, 0.02], [0.02, 0.00, -0.01]]}